Entry 1:
C12H15BrCoNO6Se2 | ωB97M-V/def2-TZVPD

Geometry as ORCA input:
```
! RIJCOSX wB97M-V def2-TZVPD def2/J DEFGRID3
* xyz -1 4
Co -0.01 -1.36 -0.54
O 2.64 -1.34 -3.73
C 1.97 -1.34 -2.54
O 0.73 -1.27 -2.54
C 2.76 -1.40 -1.37
C 4.17 -1.47 -1.33
C 4.81 -1.55 -0.14
C 4.04 -1.55 1.06
C 2.67 -1.47 0.96
N 2.02 -1.39 -0.19
C 1.76 -1.45 2.17
O 2.33 -1.67 3.37
O 0.58 -1.25 2.10
H 1.95 -1.31 -4.40
H 4.72 -1.47 -2.27
H 5.89 -1.60 -0.09
H 4.56 -1.59 2.01
H 3.27 -1.87 3.25
O -2.04 0.38 2.30
C -2.35 1.63 1.74
C -2.75 1.59 0.25
C -3.78 2.73 0.10
O -4.20 2.99 -1.24
C -3.40 0.29 -0.19
Se -2.38 -1.39 -0.33
C -1.57 1.92 -0.66
Se 0.11 1.02 -0.29
H -1.09 0.21 2.26
H -1.52 2.34 1.84
H -3.18 2.02 2.33
H -3.37 3.64 0.55
H -4.69 2.46 0.64
H -3.41 3.12 -1.77
H -3.84 0.45 -1.17
H -4.21 0.03 0.51
H -1.31 2.98 -0.55
H -1.82 1.74 -1.71
Br -0.08 -3.80 -0.42
*
```

Summary:
E_LUMO (spin up / spin down) = 1.52 / 2.65 eV
Orbital gap (spin up / spin down) = 4.6527 / 7.2958 eV



Entry 2:
C5H6N2O | ωB97M-V/def2-TZVPD

Geometry as ORCA input:
```
! RIJCOSX wB97M-V def2-TZVPD def2/J DEFGRID3
* xyz 0 1
C -1.11 1.24 0.73
C -1.33 0.50 -0.51
N 1.16 -1.73 -0.09
C 0.81 -0.47 0.31
C -0.60 -0.21 0.65
C 1.03 0.83 -1.08
O -1.99 0.27 -1.47
N 1.75 1.43 -1.74
H 1.80 -1.85 -0.86
H 0.45 -2.45 -0.11
H -0.39 2.05 0.76
H -1.99 1.39 1.33
H 1.56 0.00 0.93
H -1.14 -0.98 1.18
*
```

Summary:
E_LUMO = 0.00 eV
Orbital gap = 9.3390 eV



Entry 3:
C35H38FLaN3O3Si | ωB97M-V/def2-TZVPD

Geometry as ORCA input:
```
! RIJCOSX wB97M-V def2-TZVPD def2/J DEFGRID3
* xyz 1 1
C 1.01 2.56 -1.04
C 1.46 2.39 -2.38
C 0.40 2.86 -3.28
H 2.42 1.98 -2.67
C -0.70 3.32 -2.41
C -0.31 3.14 -1.06
H -0.83 3.49 -0.18
H 1.60 2.41 -0.12
H 0.52 3.24 -4.31
H -1.61 3.80 -2.76
La -0.43 0.75 -2.26
C 0.36 -3.83 -4.15
H 0.97 -3.70 -3.19
H -0.52 -4.05 -4.78
H 0.86 -4.76 -4.48
Si 0.02 1.03 -4.87
C 1.28 0.07 -5.89
C 2.52 0.75 -5.74
H 2.73 1.34 -4.84
C 3.48 0.64 -6.74
H 4.33 1.31 -6.73
C 3.30 -0.31 -7.76
H 4.00 -0.36 -8.57
C 2.19 -1.18 -7.76
H 2.09 -1.98 -8.50
C 1.17 -1.01 -6.81
H 0.34 -1.73 -6.73
C -1.58 0.89 -5.68
C -1.48 1.10 -7.07
H -0.56 0.83 -7.61
C -2.57 1.65 -7.75
H -2.45 1.97 -8.78
C -3.77 1.85 -7.06
H -4.58 2.39 -7.55
C -3.92 1.43 -5.74
H -4.88 1.56 -5.25
C -2.85 0.86 -5.04
H -2.96 0.34 -4.08
H 0.68 -2.92 -4.68
H -0.33 -3.72 -3.37
F -1.08 2.92 4.40
C -0.84 1.61 4.09
C -0.88 1.26 2.76
C -0.48 -0.04 2.38
C -0.43 -0.43 0.98
O -1.00 0.24 0.03
C 0.29 -1.61 0.67
C 0.56 -2.50 1.70
N 0.28 -2.25 3.03
C 0.43 -3.29 3.99
C 0.27 -4.70 3.58
C 1.62 -4.17 3.91
C -0.09 -0.94 3.41
C -0.08 -0.54 4.75
C -0.48 0.75 5.14
N -0.46 1.10 6.50
C 0.71 0.74 7.27
C 0.35 0.55 8.75
N -0.34 1.77 9.19
C -1.55 2.13 8.43
C -1.14 2.30 6.98
C 0.60 -2.06 -0.73
O 0.64 -3.29 -0.95
O 0.85 -1.14 -1.62
H -1.18 1.98 2.01
H 0.97 -3.48 1.51
H 0.07 -3.04 5.00
H -0.18 -5.38 4.31
H 0.05 -4.92 2.53
H 2.30 -4.00 3.07
H 2.06 -4.48 4.85
H 0.20 -1.26 5.51
H 1.49 1.53 7.20
H 1.14 -0.18 6.88
H -0.33 -0.29 8.91
H 1.26 0.41 9.36
H -0.58 1.69 10.18
H 0.31 2.54 9.05
H -1.95 3.06 8.84
H -2.27 1.33 8.57
H -0.47 3.18 6.90
H -2.03 2.49 6.38
*
```

Summary:
E_LUMO (spin up / spin down) = -3.00 / -3.00 eV
Orbital gap (spin up / spin down) = 3.4924 / 3.0447 eV



Entry 4:
C39H61N5O5PSi | ωB97M-V/def2-TZVPD

Geometry as ORCA input:
```
! RIJCOSX wB97M-V def2-TZVPD def2/J DEFGRID3
* xyz 1 1
C -6.98 2.66 -1.07
C -7.68 1.78 -2.13
C -7.81 0.38 -1.52
C -9.08 2.36 -2.35
C -6.79 1.86 -3.40
C -6.89 0.81 -4.52
C -6.23 1.44 -5.77
C -8.35 0.50 -4.90
C -6.13 -0.48 -4.23
C -6.31 -1.58 -5.06
C -5.64 -2.78 -4.85
C -4.77 -2.90 -3.79
O -4.17 -4.12 -3.58
C -2.79 -4.12 -3.31
C -2.55 -4.87 -2.01
O -1.17 -4.97 -1.71
C -0.61 -3.91 -0.98
C 0.32 -3.12 -1.91
N 1.24 -2.23 -1.21
C 1.13 -0.91 -1.13
N 2.09 -0.35 -0.44
C 2.87 -1.38 -0.03
N 3.93 -1.17 0.74
C 4.77 -2.22 1.29
C 4.08 -3.01 2.41
O 3.27 -2.49 3.12
C 4.23 0.23 1.10
C 3.29 0.82 2.16
O 2.52 1.91 1.65
Si 3.14 3.45 1.77
C 3.39 4.01 3.54
C 1.87 4.58 1.01
C 4.74 3.70 0.83
N 2.40 -2.58 -0.52
P 3.15 -4.25 -0.33
N 4.28 -4.24 -1.61
O 2.02 -5.19 -0.98
C -4.58 -1.82 -2.94
C -5.24 -0.63 -3.17
H -6.81 3.66 -1.48
H -7.57 2.73 -0.16
H -6.00 2.26 -0.83
H -8.62 0.40 -0.78
H -6.90 0.09 -1.00
H -8.07 -0.39 -2.25
H -9.75 1.61 -2.78
H -9.06 3.24 -3.00
H -9.50 2.65 -1.39
H -7.01 2.83 -3.86
H -5.74 1.93 -3.08
H -5.22 1.79 -5.54
H -6.81 2.31 -6.07
H -6.22 0.74 -6.60
H -8.99 1.37 -4.81
H -8.39 0.19 -5.95
H -8.77 -0.33 -4.33
H -6.99 -1.54 -5.90
H -5.82 -3.61 -5.51
H -2.38 -3.11 -3.29
H -2.28 -4.66 -4.11
H -2.93 -5.88 -2.12
H -3.11 -4.39 -1.19
H -1.37 -3.25 -0.57
H -0.05 -4.32 -0.14
H -0.30 -2.46 -2.53
H 0.84 -3.78 -2.60
H 0.31 -0.38 -1.58
H 5.15 -2.91 0.53
H 5.64 -1.76 1.74
H 4.39 -4.05 2.55
H 4.24 0.85 0.21
H 5.25 0.22 1.49
H 2.60 0.06 2.51
H 3.86 1.16 3.02
H 2.44 3.97 4.08
H 4.19 3.51 4.08
H 3.67 5.07 3.47
H 2.39 5.49 0.70
H 1.07 4.85 1.70
H 1.46 4.15 0.10
H 4.88 4.75 0.59
H 4.79 3.16 -0.11
H 5.63 3.41 1.40
H 4.75 -3.35 -1.68
H 3.87 -4.41 -2.53
H 2.31 -5.65 -1.78
H -3.91 -1.92 -2.09
H -5.06 0.19 -2.49
C 6.58 7.87 3.38
C 6.46 6.59 3.89
C 7.26 5.56 3.41
C 8.20 5.82 2.41
C 8.32 7.11 1.90
C 7.51 8.13 2.38
H 5.96 8.67 3.75
H 5.74 6.38 4.67
H 7.16 4.56 3.81
H 8.83 5.02 2.04
H 9.05 7.31 1.13
H 7.61 9.13 1.98
C 4.83 -3.53 7.04
C 4.82 -4.75 7.71
C 3.85 -5.69 7.43
C 2.89 -5.43 6.46
C 2.89 -4.22 5.78
C 3.86 -3.27 6.08
H 5.58 -2.79 7.27
H 5.57 -4.95 8.46
H 3.84 -6.64 7.96
H 2.13 -6.17 6.24
H 2.14 -4.01 5.03
H 3.87 -2.32 5.55
*
```

Summary:
E_LUMO = -2.76 eV
Orbital gap = 7.5242 eV



Entry 5:
C12H33MgN2O4 | ωB97M-V/def2-TZVPD

Geometry as ORCA input:
```
! RIJCOSX wB97M-V def2-TZVPD def2/J DEFGRID3
* xyz 0 2
Mg -6.83 -1.94 9.23
C -7.29 0.95 12.07
C -8.34 0.39 11.20
O -7.83 -0.49 10.25
H -6.66 1.66 11.54
H -6.59 0.26 12.54
H -7.91 1.50 12.78
H -8.98 1.13 10.74
H -9.02 -0.07 11.92
C -7.77 1.30 7.47
C -6.41 0.83 7.92
O -6.17 -0.54 7.61
H -8.14 0.87 6.54
H -7.77 2.36 7.22
H -8.58 1.30 8.20
H -6.43 1.11 8.97
H -5.58 1.39 7.49
H -5.97 -0.50 6.67
C -6.35 -3.87 12.92
C -6.33 -2.87 11.72
C -4.96 -2.22 11.37
O -5.10 -1.45 10.21
C -4.11 -0.36 10.23
N -7.01 -3.49 10.58
H -7.35 -4.21 13.18
H -5.81 -3.42 13.75
H -5.84 -4.81 12.70
H -6.99 -2.05 11.99
H -4.23 -3.01 11.21
H -4.41 -1.67 12.14
H -3.11 -0.72 10.51
H -4.30 0.38 11.00
H -4.12 0.16 9.28
H -6.81 -4.47 10.71
H -7.98 -3.50 10.85
C -8.60 -4.48 6.48
C -7.82 -3.97 7.67
C -6.34 -4.07 7.35
O -5.68 -3.30 8.30
C -4.29 -3.51 8.05
N -8.08 -2.56 7.88
H -8.48 -5.56 6.40
H -8.23 -3.97 5.59
H -9.66 -4.22 6.58
H -7.97 -4.63 8.52
H -6.19 -3.44 6.48
H -6.02 -5.11 7.25
H -3.80 -3.26 7.11
H -4.02 -4.51 8.39
H -3.67 -2.84 8.64
H -8.03 -1.99 7.05
H -9.07 -2.62 8.09
*
```

Summary:
E_LUMO (spin up / spin down) = 0.04 / 0.08 eV
Orbital gap (spin up / spin down) = 2.2381 / 8.0105 eV



Entry 6:
CH3Br2NO2S | ωB97M-V/def2-TZVPD

Geometry as ORCA input:
```
! RIJCOSX wB97M-V def2-TZVPD def2/J DEFGRID3
* xyz 0 1
C 0.19 0.42 1.76
N -0.01 0.26 -1.80
O 1.49 -1.58 -0.79
O -0.95 -1.66 -0.50
S 0.27 -0.86 -0.53
Br -1.69 0.15 1.88
Br 0.72 2.16 1.21
H 0.78 -0.32 2.24
H -1.01 0.24 -1.98
H 0.21 1.20 -1.50
*
```

Summary:
E_LUMO (spin up / spin down) = -1.44 / -1.82 eV
Orbital gap (spin up / spin down) = 7.8926 / 7.3013 eV